Density functional theory data (ωB97M-V/def2-TZVPD) for a molecular structure, Cl2H2O2P2 at a distorted geometry.

Energy relative to the best compared isomer or geometry (same formula, charge and spin): 0.6568 eV
Highest occupied orbital energy: -10.30 eV
LUMO: 0.18 eV
Spin multiplicity: 1
Gap between HOMO and LUMO: 10.482 eV

Geometry (Å):
O -2.67912 0.51520 1.82389
O -1.64691 0.12356 -0.60420
P -0.38405 -0.93317 -0.09910
P -2.98003 0.13404 0.32239
Cl -3.72986 -1.65251 0.10026
Cl -4.06296 1.46501 -0.64007
H -0.00490 -1.60648 -1.35344
H -1.35832 -1.89727 0.17388